[1]
The following is a quantum chemistry calculation of one molecule with the formula C4H8Cl2 at a distorted geometry, from the Open Molecules 2025 dataset.

Geometry as XYZ:
```
14
Properties=species:S:1:pos:R:3
C -0.8453 1.9678 0.0860
C -0.5501 0.5134 -0.2515
Cl -2.1626 -0.5074 -0.0123
C 0.6393 -0.4246 0.3521
C 0.7087 -1.7596 0.0493
Cl 2.1789 0.3324 -0.0909
H -0.7068 2.3629 1.2800
H 0.0495 2.6546 -0.2783
H -1.6816 2.4556 -0.2890
H -0.4117 0.1374 -1.3888
H 0.7661 -0.1938 1.3900
H -0.1398 -2.1629 0.6648
H 0.2573 -1.8550 -1.1112
H 1.8729 -2.2061 0.0706
```

For the HOMO energy, the calculation gives -10.4 eV. Its frontier orbital gap is 11.3 eV. The value obtained for the energy relative to the best compared isomer or geometry (same formula, charge and spin) is 69.65 kcal/mol.

Here are the Löwdin charges for atoms 1 to 6, given in e: -0.16 -0.61 0.47 -0.90 -0.24 0.62

=====

[2]
The following is a quantum chemistry calculation of an isolated ion of composition C7H14BrN2 and charge +1 at a distorted geometry, from the Open Molecules 2025 dataset.

Geometry as XYZ:
```
24
Properties=species:S:1:pos:R:3
C -0.9544 1.0929 1.6158
C 0.3217 1.1627 1.1343
C -1.0804 0.2473 -0.5598
C 2.6597 -0.3111 0.1589
C 1.3344 -1.1946 -1.7391
C -3.2239 -0.0558 0.9964
C 1.2554 -0.7442 -0.2477
N -1.8050 0.4569 0.7084
N 0.3918 0.5352 -0.1795
Br -1.5302 1.8115 -1.9185
H -1.3078 1.2074 2.6390
H 0.9539 1.9225 1.5821
H -1.2799 -0.5889 -1.2430
H 3.0951 0.3205 -0.6561
H 2.7648 0.0877 1.1696
H 3.2178 -1.2308 0.1657
H 1.9479 -0.3730 -2.3718
H 0.3740 -1.4212 -2.0894
H 1.9597 -2.0586 -1.9275
H -3.5380 -0.6115 0.1657
H -3.0421 -0.6844 1.8390
H -3.9355 0.8094 1.2166
H 0.7531 -1.5308 0.4661
H 0.6677 1.1506 -0.9253
```

For the HOMO energy (alpha / beta), the calculation gives -9.4 / -14.0 eV. As for the spin multiplicity: 3. Its frontier orbital gap (alpha / beta) is 6.0 / 7.7 eV. Its total charge is +1.

Here are the Löwdin charges for atoms 1 to 6, given in e: -0.10 -0.02 -0.46 -0.06 -0.04 0.05